## a
A molecular structure, C8H16N2, computed with the ωB97M-V functional and the def2-TZVPD basis.

Cartesian coordinates (Å):
C  -1.6119  2.2783  -0.3333
C  2.7474  -1.5330  0.4852
C  1.1644  -1.0588  2.2501
C  0.8695  -0.9277  -1.5228
N  1.5131  -0.8538  0.8543
C  0.4787  -0.6942  -0.0834
C  -1.4739  0.2051  -0.5519
N  -1.4688  2.8698  -1.6061
C  -0.8420  -0.6680  0.3515
C  -2.7357  0.7376  -0.2940
H  -0.8755  2.2986  -2.1972
H  -2.3540  3.0335  -2.0701
H  -0.6683  2.1715  0.1889
H  -2.2896  2.8660  0.2882
H  -1.1914  -0.8691  1.3588
H  3.5006  -1.3665  1.2556
H  2.6182  -2.6203  0.3806
H  3.1470  -1.1449  -0.4480
H  2.0643  -1.0490  2.8644
H  0.4975  -0.2649  2.5861
H  0.6674  -2.0231  2.4293
H  0.0213  -0.7082  -2.1654
H  1.6923  -0.2757  -1.8250
H  1.1719  -1.9606  -1.7074
H  -3.3657  1.0464  -1.1270
H  -3.2768  0.5112  0.6388

Output
E_LUMO   0.91 eV
HOMO level   -6.72 eV

Here are the Mulliken charges for atoms 1 to 5, given in e: atom 1 (C): -0.6251, atom 2 (C): -1.0375, atom 3 (C): -1.1691, atom 4 (C): -1.5646, atom 5 (N): 0.0972


## b
2 unconnected molecules or ions with the total composition C8H16N2, computed with the ωB97M-V functional and the def2-TZVPD basis.

Cartesian coordinates (Å):
C  -0.8452  0.1624  1.4944
C  0.4074  3.4213  -0.2557
C  -0.5369  1.1457  0.3657
C  0.0991  2.4380  0.8730
H  -1.3029  -0.7599  1.0987
H  -1.5435  0.6207  2.2147
H  0.0832  -0.1058  2.0262
H  -0.5210  3.6895  -0.7875
H  1.1057  2.9630  -0.9761
H  0.8651  4.3435  0.1400
H  0.1513  0.6704  -0.3596
H  -1.4720  1.3954  -0.1714
H  -0.5891  2.9132  1.5983
H  1.0342  2.1883  1.4101
N  3.5932  0.9611  -0.0754
C  4.0701  1.9141  0.7075
C  3.2203  -0.0482  0.7819
C  3.4704  0.2888  2.0969
N  4.0148  1.5506  2.0228
C  3.2549  -0.4367  3.3823
H  4.4643  2.8767  0.3817
H  2.7862  -0.9776  0.4131
H  4.3242  2.1176  2.8161
H  2.8084  -1.4206  3.1606
H  2.5696  0.1195  4.0439
H  4.2075  -0.5947  3.9154

Output
E_LUMO   0.79 eV
SMILES   Cc1cnc[nH]1.CCCC
HOMO level   -8.57 eV

Here are the Mulliken charges for atoms 1 to 5, given in e: atom 1 (C): -1.0363, atom 2 (C): -1.3198, atom 3 (C): -0.3802, atom 4 (C): -0.0714, atom 5 (H): 0.3378


Stability check: which of them is most stable? b.


## a
13 unconnected molecules or ions with the total composition H26O13, computed with the ωB97M-V functional and the def2-TZVPD basis.

Cartesian coordinates (Å):
H  -0.7136  0.4431  -0.1250
H  0.7705  0.7397  0.0149
H  -2.1138  -3.0051  -0.2861
H  -0.9374  -3.9560  -0.4339
H  -2.3468  0.4046  -4.1886
H  -1.6743  -0.6526  -3.3283
H  4.9776  0.3791  -0.6970
H  5.5514  1.7354  -0.3214
H  4.8686  -1.3874  1.2079
H  3.7498  -0.6135  0.5301
H  1.2671  3.9717  -2.3451
H  2.1143  4.9140  -1.5058
H  -3.7254  -0.8017  -3.3466
H  -4.0019  0.4354  -2.5080
H  -0.0190  -1.7171  -0.6851
H  0.9251  -2.8928  -0.8753
H  3.0861  -3.8967  -1.4227
H  3.0944  -3.2517  -0.0465
H  1.8456  1.0330  2.9134
H  0.9055  1.4728  1.8031
H  -2.5428  0.0735  3.4669
H  -2.1704  1.5425  3.5831
H  -3.1999  4.0409  1.2023
H  -1.7138  4.3378  1.3183
H  -2.6072  -1.9090  3.6746
H  -3.3127  -1.0946  2.6027
O  0.1158  0.0491  0.1680
O  -1.7250  -3.6443  -0.8938
O  -1.5525  0.2412  -3.6677
O  4.8606  1.1088  -0.0783
O  4.7042  -0.6082  0.6650
O  1.2761  4.8632  -1.9788
O  -4.4339  -0.2014  -3.0885
O  0.8814  -2.0064  -0.4994
O  2.5373  -3.3793  -0.8226
O  1.0072  0.8086  2.4942
O  -2.4899  0.7961  4.1026
O  -2.3638  3.9283  0.7362
O  -3.0771  -1.9991  2.8379

Output
E_LUMO   -0.11 eV
HOMO level   -9.83 eV

Here are the Mulliken charges for atoms 1 to 5, given in e: atom 1 (H): 0.2774, atom 2 (H): 0.2864, atom 3 (H): 0.3141, atom 4 (H): 0.3037, atom 5 (H): 0.3384


## b
13 unconnected molecules or ions with the total composition H26O13, computed with the ωB97M-V functional and the def2-TZVPD basis.

Cartesian coordinates (Å):
H  -0.0054  -0.0419  -0.4795
H  -1.5039  -0.2945  -0.5067
H  -3.6432  2.8407  -1.4100
H  -3.4331  3.7003  -0.1743
H  -4.8705  0.0139  -2.3319
H  -5.0932  -1.4383  -2.7212
H  0.8604  -3.7360  -0.5498
H  1.7661  -3.0161  0.4359
H  0.6649  -1.3096  4.4555
H  0.3172  -2.3104  3.3658
H  2.9925  -2.7352  -1.4545
H  2.6556  -2.8353  -2.9332
H  3.3130  1.3203  -2.2495
H  4.5486  0.8746  -1.4848
H  -0.2504  -1.5393  0.2780
H  -0.4286  -2.2284  -1.0649
H  -2.6198  1.1317  3.1510
H  -1.8279  2.0552  2.2399
H  -5.5463  -1.0256  0.7960
H  -5.2152  -0.1888  -0.4289
H  4.6823  1.6312  -0.0806
H  3.5144  2.5906  0.0795
H  3.0955  -0.5056  3.7680
H  3.3847  0.1030  2.4056
H  1.9875  3.6561  -0.5179
H  2.5195  3.4120  -1.9206
O  -0.8530  0.4163  -0.5059
O  -3.8435  2.8792  -0.4680
O  -4.4287  -0.8423  -2.3573
O  1.2561  -2.8757  -0.3698
O  0.3316  -1.3650  3.5528
O  2.2513  -2.6959  -2.0694
O  3.8912  0.5608  -2.1160
O  -0.7926  -2.1963  -0.1730
O  -2.6296  2.0186  2.7738
O  -4.8490  -0.8672  0.1496
O  4.4713  2.5705  -0.0344
O  3.1032  -0.7166  2.8275
O  1.8586  3.0981  -1.2932

Output
E_LUMO   0.02 eV
HOMO level   -8.90 eV

Here are the Mulliken charges for atoms 1 to 5, given in e: atom 1 (H): 0.2749, atom 2 (H): 0.4177, atom 3 (H): 0.3008, atom 4 (H): 0.2831, atom 5 (H): 0.2932


Stability check: which of them is most stable? b.